{"formula": "C9H16N2", "method": "the ωB97M-V functional and the def2-TZVPD basis", "symbols": ["C", "C", "C", "C", "C", "C", "C", "N", "C", "C", "N", "H", "H", "H", "H", "H", "H", "H", "H", "H", "H", "H", "H", "H", "H", "H", "H"], "coordinates": [[2.173, 0.380, -1.720], [0.785, -0.045, -1.250], [0.877, -1.277, -0.255], [-0.267, -1.081, 0.777], [0.121, -1.401, 2.215], [-1.505, -1.840, 0.332], [-0.541, 0.396, 0.605], [-1.366, 1.181, 1.188], [-1.269, 2.432, 0.463], [-0.533, 2.171, -0.829], [0.198, 0.985, -0.395], [2.113, 1.350, -2.254], [2.538, -0.379, -2.392], [2.839, 0.468, -0.876], [0.097, -0.275, -2.067], [0.805, -2.234, -0.750], [1.817, -1.291, 0.297], [0.629, -2.383, 2.257], [0.796, -0.634, 2.613], [-0.758, -1.388, 2.808], [-1.736, -1.692, -0.719], [-1.384, -2.928, 0.493], [-2.380, -1.519, 0.916], [-0.696, 3.140, 1.081], [-2.249, 2.877, 0.225], [-1.215, 1.963, -1.644], [0.113, 3.026, -1.121]], "atomic_forces_ev_per_a": [[-1.000, 0.351, -0.703], [0.692, -0.289, 1.247], [-0.290, 0.811, 0.123], [0.353, 0.620, -0.656], [1.077, -0.171, -0.688], [-0.635, -0.633, 0.607], [-0.651, 0.972, 0.577], [-0.446, -1.130, -0.025], [-0.630, 1.491, 0.487], [1.188, 0.090, 0.055], [0.615, -0.952, -0.825], [0.162, -0.511, 0.217], [0.412, -0.166, -0.357], [0.181, 0.109, 0.270], [0.116, -0.052, -0.284], [-0.109, -0.255, -0.321], [0.228, 0.319, -0.215], [-0.362, 0.378, 0.136], [-0.003, -0.202, -0.107], [-0.789, -0.176, 0.763], [0.038, 0.126, -0.192], [0.081, 0.420, -0.067], [0.229, -0.059, -0.173], [-0.228, 0.015, -0.113], [0.229, -0.157, 0.535], [-0.222, -0.304, -0.421], [-0.237, -0.645, 0.134]], "charge": 0, "homo_ev": -8.3, "spin_multiplicity": 1, "gap_ev": 9.2}

{"formula": "C6H16N2", "method": "the ωB97M-V functional and the def2-TZVPD basis", "symbols": ["C", "C", "C", "C", "C", "N", "C", "N", "H", "H", "H", "H", "H", "H", "H", "H", "H", "H", "H", "H", "H", "H", "H", "H"], "coordinates": [[0.995, 1.424, 1.059], [0.277, 0.576, -0.079], [-1.240, 0.755, -0.160], [-2.091, -0.417, -0.608], [-3.489, -0.343, 0.075], [0.312, -0.829, 0.484], [1.446, -1.536, -0.211], [3.275, 0.244, -0.533], [1.635, 0.914, 1.634], [0.193, 1.637, 1.820], [1.215, 2.426, 0.602], [0.879, 0.629, -1.035], [-1.382, 1.736, -0.647], [-1.614, 0.932, 0.870], [-2.165, -0.507, -1.670], [-0.549, -1.225, 0.031], [-3.978, -1.292, -0.192], [-4.115, 0.399, -0.457], [-3.499, -0.179, 1.260], [2.290, -0.815, -0.499], [1.874, -2.161, 0.606], [1.190, -2.107, -1.100], [4.130, 0.113, -0.053], [3.401, 0.840, -1.284]], "atomic_forces_ev_per_a": [[-5.346, 3.028, -2.818], [0.791, -1.754, 2.058], [0.291, 1.544, 0.976], [-1.324, 2.790, 1.003], [0.579, -1.067, 0.556], [0.377, -0.312, -2.710], [-0.487, -1.189, 2.358], [-0.424, -0.276, 1.010], [3.288, -1.698, 1.029], [0.111, 0.034, -0.578], [0.780, -0.928, 0.831], [-0.943, 0.150, 0.862], [-0.736, -0.343, -0.461], [0.590, 0.073, -0.287], [0.059, -0.760, -0.767], [0.622, -0.195, 0.865], [-0.205, 0.048, 0.581], [0.317, 0.172, 0.521], [0.187, -0.314, -2.790], [-0.195, 0.059, 0.218], [0.047, -0.368, -0.858], [-0.535, -0.384, -0.090], [1.399, -0.009, 0.468], [0.758, 1.699, -1.978]], "charge": -1, "homo_ev": [-1.8, -1.8], "spin_multiplicity": 2, "gap_ev": [5.4, 4.9]}

{"formula": "C22H32N2O5", "method": "the ωB97M-V functional and the def2-TZVPD basis", "symbols": ["C", "C", "C", "C", "N", "C", "O", "O", "C", "C", "C", "C", "C", "C", "C", "C", "O", "O", "C", "C", "O", "N", "C", "C", "C", "C", "C", "C", "C", "H", "H", "H", "H", "H", "H", "H", "H", "H", "H", "H", "H", "H", "H", "H", "H", "H", "H", "H", "H", "H", "H", "H", "H", "H", "H", "H", "H", "H", "H", "H", "H"], "coordinates": [[4.717, -2.614, 1.338], [3.317, -3.062, 0.930], [3.368, -3.894, -0.349], [2.414, -1.831, 0.746], [2.270, -1.123, 1.999], [1.845, 0.166, 2.007], [1.815, 0.891, 1.045], [1.523, 0.541, 3.264], [1.044, 1.873, 3.408], [-0.420, 2.005, 3.074], [-0.931, 3.233, 2.671], [-2.277, 3.370, 2.384], [-3.126, 2.281, 2.493], [-2.621, 1.055, 2.892], [-1.275, 0.917, 3.182], [1.026, -2.236, 0.248], [0.137, -2.605, 0.972], [0.931, -2.093, -1.067], [-0.302, -2.436, -1.703], [-0.628, -1.408, -2.797], [-0.562, -1.759, -3.962], [-0.958, -0.157, -2.424], [-1.232, 0.229, -1.046], [-2.709, 0.023, -0.686], [-0.771, 1.660, -0.755], [-1.233, 2.648, -1.815], [-0.711, 2.185, -3.167], [-1.211, 0.784, -3.516], [-2.676, 0.770, -3.959], [5.338, -3.477, 1.562], [5.182, -2.055, 0.529], [4.676, -1.977, 2.217], [2.886, -3.672, 1.732], [2.399, -4.334, -0.570], [4.088, -4.701, -0.237], [3.666, -3.278, -1.193], [2.850, -1.140, 0.018], [2.040, -1.678, 2.811], [1.634, 2.541, 2.770], [1.218, 2.125, 4.459], [-0.269, 4.081, 2.579], [-2.664, 4.327, 2.069], [-4.176, 2.387, 2.266], [-3.278, 0.202, 2.986], [-0.883, -0.041, 3.491], [-1.095, -2.529, -0.954], [-0.164, -3.398, -2.208], [-0.644, -0.414, -0.390], [-2.816, 0.031, 0.396], [-3.335, 0.810, -1.093], [-3.066, -0.932, -1.066], [-1.149, 1.943, 0.228], [0.319, 1.672, -0.702], [-2.321, 2.719, -1.828], [-0.843, 3.641, -1.584], [-1.018, 2.870, -3.959], [0.380, 2.173, -3.133], [-0.622, 0.403, -4.359], [-3.333, 1.218, -3.222], [-2.991, -0.255, -4.137], [-2.775, 1.323, -4.890]], "atomic_forces_ev_per_a": [[-0.249, -0.086, 0.098], [0.108, 0.189, -0.156], [-0.092, 0.019, 0.265], [-0.140, 0.035, 0.058], [0.041, -0.244, 0.102], [0.212, -0.120, 0.218], [-0.117, 0.203, -0.234], [0.009, -0.176, 0.125], [0.040, 0.402, -0.039], [0.076, -0.065, -0.050], [0.069, -0.101, 0.087], [-0.038, 0.086, 0.011], [-0.085, 0.009, -0.021], [-0.055, -0.013, 0.048], [0.082, -0.010, 0.009], [0.106, 0.137, 0.419], [0.013, -0.071, -0.032], [0.204, 0.184, -0.420], [-0.447, -0.260, -0.185], [0.264, -0.383, 0.399], [-0.021, -0.276, -0.308], [0.220, 0.293, -0.118], [-0.186, 0.021, 0.482], [0.264, -0.021, 0.046], [-0.047, -0.070, -0.096], [0.188, -0.087, -0.005], [-0.171, -0.078, 0.099], [0.070, 0.170, -0.489], [0.245, -0.066, 0.042], [0.095, -0.068, 0.009], [0.093, 0.085, -0.112], [0.095, 0.059, 0.070], [-0.033, 0.014, -0.008], [-0.077, -0.089, -0.112], [0.048, -0.079, -0.020], [0.048, 0.051, -0.133], [-0.017, -0.141, 0.061], [-0.029, 0.080, -0.030], [-0.093, -0.077, 0.163], [0.026, -0.056, -0.167], [0.086, 0.110, -0.047], [-0.034, 0.084, -0.033], [-0.087, 0.011, -0.026], [-0.053, -0.069, -0.010], [0.029, -0.096, 0.012], [0.122, 0.043, -0.108], [-0.057, 0.235, 0.081], [-0.062, 0.014, -0.102], [-0.052, 0.010, 0.076], [-0.127, 0.085, -0.060], [-0.074, -0.095, -0.023], [0.043, -0.046, 0.074], [-0.001, 0.012, 0.031], [-0.097, 0.078, -0.003], [-0.071, 0.044, 0.021], [0.043, -0.007, -0.068], [0.056, 0.023, -0.043], [-0.143, 0.122, 0.215], [-0.115, 0.062, 0.075], [-0.073, -0.086, -0.034], [-0.050, 0.068, -0.106]], "charge": 0, "homo_ev": -9.0, "spin_multiplicity": 1, "gap_ev": 9.7}

{"formula": "CHBrN2O3", "method": "the ωB97M-V functional and the def2-TZVPD basis", "symbols": ["O", "N", "C", "Br", "N", "O", "O", "H"], "coordinates": [[2.003, -0.370, 0.907], [0.933, -0.849, 1.033], [-0.272, -0.297, 0.274], [-1.134, 0.799, 1.642], [-0.198, 0.482, -1.054], [0.155, -0.123, -2.029], [-0.472, 1.662, -1.004], [-1.015, -1.303, 0.232]], "atomic_forces_ev_per_a": [[-0.553, 0.315, -0.680], [0.335, -0.277, 0.272], [-2.785, -2.257, 0.763], [0.331, -0.374, -0.298], [0.114, 0.835, 0.829], [0.163, -0.716, -0.100], [0.151, -0.459, -0.172], [2.244, 2.933, -0.613]], "charge": 0, "homo_ev": -10.3, "spin_multiplicity": 1, "gap_ev": 9.0}

What did we get for ΔE to the lowest compared entry with this formula, charge and spin? Answer: 0.0; 405.1; 42.0; 44.4 kJ/mol, in the order shown.